Entry from the Open Molecules 2025 dataset: 11 unconnected molecules or ions with the total composition C94H198F9N8O8S2 (ωB97M-V/def2-TZVPD).

```
319
Properties=species:S:1:pos:R:3:forces:R:3
C -2.4180 -19.2716 13.6105 -1.116 0.427 0.320
C -1.0598 -19.8656 13.8241 0.953 -0.309 0.114
C -1.0415 -21.0558 14.8421 -0.256 0.825 0.902
C -0.9052 -20.6134 16.4041 0.186 0.821 -2.059
N -1.3380 -21.5505 17.5198 -0.114 -0.769 -1.139
C -0.8908 -23.0081 17.2272 -0.832 0.282 0.479
C 0.5956 -23.0869 17.6244 -0.845 -0.694 0.667
C 0.7546 -22.0152 18.7304 -0.044 1.087 -1.308
C -0.5874 -21.2913 18.7751 -0.863 0.317 1.223
C -2.8803 -21.3102 17.6679 0.069 1.007 -0.898
C -3.7438 -22.2659 18.3456 -0.206 -3.015 2.468
C -5.2313 -21.9413 18.5084 -0.309 -0.116 -0.727
H -2.5580 -18.9158 12.5898 0.004 0.099 -0.023
H -2.6945 -18.4787 14.3055 0.306 0.337 0.086
H -3.2057 -19.9987 13.8078 0.049 -0.347 -0.314
H -0.2842 -19.1124 13.9624 0.031 0.463 1.176
H -0.6619 -20.1403 12.8472 -0.388 -1.200 -0.105
H -0.1796 -21.6828 14.6138 -0.243 -0.246 0.071
H -1.9807 -21.5712 14.6408 0.143 -0.507 0.227
H -1.3968 -19.6651 16.6211 -0.498 -0.080 -0.101
H 0.1404 -20.3058 16.3979 0.377 -0.660 1.025
H -1.3726 -23.6541 17.9611 -0.545 0.419 0.041
H -1.3336 -23.3166 16.2802 0.637 0.067 -0.285
H 0.6436 -24.0086 18.2042 0.505 -0.405 -0.780
H 1.3154 -23.0935 16.8058 -0.035 0.242 0.248
H 1.0041 -22.4178 19.7122 0.127 -0.016 -0.249
H 1.5035 -21.2948 18.4014 0.288 -0.064 0.359
H -1.2198 -21.7035 19.5613 -0.071 -0.348 0.001
H -0.5800 -20.2307 19.0265 0.199 0.253 -0.534
H -3.3199 -21.2084 16.6757 0.628 0.304 -0.334
H -3.0014 -20.3887 18.2373 0.534 0.506 -0.408
H -3.3896 -22.4248 19.3641 0.254 0.403 0.626
H -3.6784 -23.3104 18.0408 -0.108 0.111 -1.087
H -5.7288 -22.7749 19.0040 0.325 0.019 0.402
H -5.7761 -21.9645 17.5646 0.297 0.428 -0.155
H -5.4302 -21.0116 19.0414 0.104 0.103 -0.014
C 3.8705 -18.1075 19.2777 0.084 -1.088 -0.639
C 2.6877 -17.4382 18.5867 0.092 0.454 1.126
C 2.3588 -16.1482 19.3611 -2.233 1.110 0.330
C 1.1246 -16.2533 20.3429 -0.287 1.170 -0.857
N 0.3721 -14.8146 20.5206 -0.099 -0.411 -0.027
C -0.9136 -14.9422 21.4244 0.561 0.464 -0.854
C -2.0308 -14.2013 20.6941 -0.963 1.206 0.823
C -1.3738 -13.3083 19.6132 0.620 -2.442 -0.955
C -0.1959 -14.1832 19.1590 0.815 -0.747 1.776
C 1.3352 -13.8148 21.1879 0.273 -1.190 -0.497
C 2.0414 -14.4539 22.3970 0.269 1.242 1.625
C 2.8572 -13.3542 23.2608 -0.656 0.201 -2.051
H 3.6580 -18.5511 20.2504 -0.445 -0.029 -0.005
H 4.7417 -17.4814 19.4702 -0.160 0.306 -0.462
H 4.1631 -18.9145 18.6059 0.457 -0.213 0.322
H 1.8034 -18.0721 18.5216 -0.166 -0.302 0.672
H 2.8493 -17.3294 17.5143 0.622 0.807 0.077
H 1.9910 -15.3667 18.6961 0.327 0.039 -0.511
H 3.1688 -15.6782 19.9188 0.391 -0.449 -0.247
H 1.3888 -16.5689 21.3522 -0.196 0.059 -0.207
H 0.3625 -16.9002 19.9086 -0.255 0.066 0.082
H -0.7907 -14.3444 22.3275 0.768 -0.685 0.185
H -1.1013 -16.0000 21.6089 -0.048 0.201 -0.028
H -2.5361 -13.5224 21.3809 0.479 0.339 0.554
H -2.9317 -14.7961 20.5432 0.538 -0.562 -1.464
H -0.9862 -12.3493 19.9571 -0.519 0.037 0.005
H -1.9348 -13.2932 18.6788 -0.556 0.850 0.279
H 0.5984 -13.6361 18.6511 0.067 -0.092 0.183
H -0.5177 -15.0390 18.5655 -0.165 -0.070 0.078
H 0.7335 -12.9466 21.4566 0.146 -0.033 0.158
H 2.0183 -13.5387 20.3847 0.208 0.166 0.213
H 2.7114 -15.2874 22.1863 0.281 0.426 -0.583
H 1.2678 -14.9652 22.9699 -0.173 0.360 0.498
H 2.3700 -12.3808 23.3177 -1.011 -0.288 0.501
H 3.6287 -12.9888 22.5830 0.811 -0.646 0.197
H 3.2591 -13.5906 24.2460 -0.164 -0.506 -0.361
C 1.5389 -19.5196 9.0715 0.649 0.319 -1.712
C 2.1598 -19.1942 10.4306 -0.816 -0.282 0.436
C 1.7299 -17.7894 10.8698 1.272 1.523 1.082
C 2.2411 -17.2818 12.2826 -2.120 0.026 0.547
N 1.4186 -16.0146 12.8149 1.289 0.214 1.310
C -0.1104 -16.3176 13.0900 1.691 1.448 -1.803
C -0.4051 -15.8971 14.5422 -0.126 -1.802 -0.138
C 0.9636 -16.1569 15.2630 -2.256 1.327 -1.060
C 1.8732 -15.5580 14.2235 1.150 -1.267 -0.870
C 1.7900 -14.8139 11.8568 0.013 -1.326 -0.124
C 3.3206 -14.5074 11.7713 0.589 -0.274 -1.384
C 3.6289 -13.3384 10.8446 -1.372 1.465 -0.309
H 1.3373 -18.6473 8.4497 0.222 0.631 0.312
H 0.5944 -20.0465 8.9359 0.079 -0.397 1.051
H 2.2657 -20.0243 8.4351 -0.031 -0.405 0.193
H 3.2366 -19.3578 10.4725 0.109 0.518 -0.492
H 1.8317 -19.9552 11.1386 -0.401 0.129 0.339
H 0.6542 -17.6552 10.7562 -0.191 -0.253 0.351
H 2.1439 -17.0028 10.2389 0.112 -0.432 -0.796
H 3.2790 -16.9613 12.3724 -0.120 -0.322 -0.423
H 2.0195 -18.0385 13.0351 0.187 -0.067 0.175
H -0.4691 -15.6714 12.2889 -1.202 -0.208 0.270
H -0.1844 -17.3545 12.7623 -0.577 0.054 0.630
H -0.8400 -14.9060 14.6708 0.583 0.264 -0.311
H -1.1508 -16.5532 14.9914 -0.132 -0.201 -0.210
H 0.8762 -15.5926 16.1914 0.733 -0.238 0.121
H 1.0372 -17.2319 15.4276 0.465 0.141 0.056
H 1.7668 -14.4849 14.0646 0.445 0.009 1.138
H 2.8853 -15.9507 14.3212 0.255 0.803 0.083
H 1.2624 -13.8856 12.0757 -0.319 -0.244 0.643
H 1.3206 -15.2358 10.9681 0.648 0.660 -0.667
H 3.8634 -15.2629 11.2032 -0.116 -0.876 0.872
H 3.8343 -14.2428 12.6955 -0.440 -0.630 0.360
H 3.0878 -12.4831 11.2494 -0.222 0.381 -0.414
H 3.3056 -13.5308 9.8216 -0.281 0.034 0.038
H 4.6404 -12.9494 10.7281 0.312 -0.804 0.593
C -2.8665 -17.4280 27.3657 1.232 0.923 1.302
C -2.5811 -17.2470 25.8785 -0.171 -1.548 0.763
C -2.7254 -18.5650 25.0630 -0.986 -0.429 1.732
C -1.4575 -19.4136 24.9787 0.813 0.779 -2.687
N -1.4167 -20.3814 23.7498 0.425 -0.064 -1.440
C -0.0439 -21.1596 23.6636 -0.868 0.131 -0.338
C 0.7717 -20.6002 22.4798 0.463 -0.353 0.791
C 0.0932 -19.3327 22.0515 -0.515 0.224 -0.329
C -1.3779 -19.6640 22.3421 -0.424 0.572 0.763
C -2.5885 -21.4069 23.8016 0.920 0.920 1.094
C -2.5866 -22.1358 25.2168 1.065 -0.509 -1.410
C -3.6518 -23.1888 25.3680 -1.250 0.124 -0.535
H -2.1501 -17.9844 27.9701 0.217 -1.086 -0.670
H -3.8524 -17.7148 27.7315 -0.086 0.193 -0.602
H -2.5666 -16.4888 27.8305 -0.857 0.610 0.024
H -1.5515 -16.9011 25.7874 -0.094 0.526 -0.227
H -3.3320 -16.5438 25.5183 0.439 0.177 -0.241
H -3.2741 -18.2170 24.1878 0.711 -0.883 -0.721
H -3.4088 -19.1875 25.6406 -0.586 0.099 -0.208
H -1.1082 -20.0486 25.7929 -0.660 0.451 0.317
H -0.6829 -18.6762 24.7682 0.601 -0.305 -0.011
H -0.2967 -22.1940 23.4308 0.027 0.001 0.626
H 0.4661 -21.0333 24.6186 -0.117 -0.250 -0.114
H 0.7843 -21.2206 21.5837 -0.201 -0.603 0.442
H 1.8085 -20.5374 22.8104 0.025 0.373 -0.186
H 0.2489 -19.2497 20.9759 -0.305 0.394 -0.050
H 0.4900 -18.4200 22.4960 -0.311 -0.044 0.359
H -1.7688 -20.3313 21.5740 0.234 -0.591 0.274
H -2.1055 -18.8550 22.2768 0.261 0.288 0.523
H -2.4357 -21.9377 22.8620 0.143 -1.031 0.564
H -3.5112 -20.8731 23.5738 -0.081 0.348 0.596
H -2.5842 -21.4758 26.0842 -0.594 0.543 -0.470
H -1.6405 -22.6545 25.3720 0.395 0.059 -0.412
H -3.5275 -24.1381 24.8471 0.826 -0.038 0.257
H -4.5526 -22.8382 24.8641 -0.441 0.244 0.520
H -3.8356 -23.3441 26.4311 -0.205 -0.246 -0.206
C -5.6704 -20.0931 26.9697 0.865 0.200 0.929
C -6.3003 -20.7268 25.7546 -0.731 0.987 -0.048
C -7.5244 -19.8896 25.3088 -1.053 -2.014 -1.152
C -8.5715 -20.9296 24.7553 -1.803 1.250 -0.807
N -9.8749 -20.2139 24.1135 -0.458 0.309 0.677
C -11.1256 -21.1596 23.7528 2.831 -1.513 -0.468
C -12.3931 -20.4494 24.0212 -1.046 -0.606 -1.253
C -11.9884 -19.1476 24.6148 -0.889 0.942 0.800
C -10.6006 -19.3419 25.1715 0.605 0.999 -1.261
C -9.5389 -19.2971 22.8734 0.034 -0.351 -1.164
C -8.6588 -19.9324 21.7383 -1.252 -1.310 0.555
C -8.5529 -19.1870 20.3917 0.205 -0.079 0.501
H -4.6926 -20.5111 27.2086 0.060 -0.362 0.003
H -6.2479 -20.1608 27.8917 -0.310 -0.333 -0.161
H -5.4655 -19.0249 26.8983 -0.273 0.142 -0.597
H -6.6545 -21.7399 25.9452 0.401 -0.143 0.171
H -5.5967 -20.7378 24.9222 0.105 -0.251 -0.026
H -7.2691 -19.2852 24.4384 0.041 0.579 0.411
H -7.9510 -19.3186 26.1334 0.055 0.171 -0.265
H -9.0070 -21.6094 25.4876 0.129 0.257 0.301
H -8.2384 -21.5641 23.9340 0.494 0.181 0.063
H -10.9255 -21.4986 22.7364 -0.270 0.124 -0.034
H -11.1106 -22.0584 24.3692 0.777 0.103 0.179
H -12.9391 -20.3765 23.0807 -0.095 0.464 0.016
H -13.0537 -21.0628 24.6340 0.255 0.138 0.330
H -12.0750 -18.3493 23.8777 0.230 0.124 0.224
H -12.6600 -18.9312 25.4457 0.053 0.461 -0.095
H -10.0634 -18.3935 25.1722 0.132 -0.056 0.738
H -10.6893 -19.8232 26.1454 0.663 -0.258 -0.183
H -9.1900 -18.2822 23.0641 0.143 -0.214 1.247
H -10.4913 -19.1487 22.3646 -0.238 -0.007 0.300
H -9.2673 -20.8109 21.5238 0.284 -0.495 -0.339
H -7.7147 -20.3541 22.0830 0.201 0.477 0.062
H -9.5388 -18.9816 19.9744 -0.073 0.437 0.259
H -8.0895 -19.8042 19.6221 0.173 -0.353 0.283
H -7.9165 -18.3046 20.4579 -0.314 0.318 0.037
C -7.6026 -18.3847 12.6991 0.195 -0.433 0.589
C -6.5009 -17.9913 13.6778 -1.043 0.953 -0.562
C -5.5782 -16.9627 13.0197 1.374 -1.327 0.635
C -6.2687 -15.8018 12.4362 -0.790 1.966 -1.410
N -5.4101 -14.5324 12.3258 -0.331 2.067 0.130
C -6.1355 -13.3543 11.5986 -1.044 -0.458 -0.216
C -5.8820 -13.5090 10.0786 -0.422 0.844 0.358
C -4.6918 -14.4268 10.0089 2.158 -0.279 0.123
C -4.1838 -14.6560 11.4610 -0.688 -1.109 -0.263
C -4.9725 -14.0084 13.6954 0.941 -0.503 0.492
C -6.0054 -13.9248 14.8377 -0.335 -1.182 -1.386
C -5.6193 -13.0543 16.0776 -0.614 -0.693 -1.896
H -8.2773 -17.5656 12.4506 0.243 0.114 -0.513
H -8.2483 -19.1114 13.1922 0.189 -0.312 -0.308
H -7.0604 -18.8451 11.8731 -0.761 0.017 -0.514
H -6.0229 -18.9368 13.9341 0.395 0.491 0.553
H -7.0017 -17.4673 14.4918 0.288 -0.410 0.734
H -5.0526 -17.4840 12.2197 0.076 -0.036 -0.224
H -4.7736 -16.6453 13.6830 -0.086 -0.047 0.420
H -7.1698 -15.3828 12.8840 -0.039 -0.595 0.681
H -6.6099 -16.0645 11.4349 0.168 0.316 -0.253
H -5.7622 -12.3989 11.9673 0.529 -0.333 0.092
H -7.1863 -13.3333 11.8873 -0.052 -0.395 -0.077
H -5.6265 -12.5378 9.6550 0.254 0.148 0.344
H -6.7452 -13.7323 9.4515 -0.091 -0.825 0.481
H -3.8578 -13.9165 9.5270 -0.066 0.013 -0.290
H -4.7670 -15.3614 9.4532 -0.546 -0.007 0.230
H -3.4450 -13.9509 11.8420 -0.211 0.288 -0.340
H -3.7730 -15.6513 11.6306 0.042 -0.016 -0.140
H -4.4931 -13.0479 13.5067 -0.173 0.055 -0.072
H -4.1688 -14.6967 13.9571 0.099 0.063 0.338
H -6.2534 -14.9633 15.0570 0.546 -0.251 0.937
H -6.9408 -13.7554 14.3045 -0.393 1.444 0.443
H -5.2774 -12.0915 15.6979 0.137 0.094 0.259
H -4.8313 -13.5754 16.6213 -0.154 0.191 0.228
H -6.5313 -12.8945 16.6529 0.298 -0.090 0.307
C -6.3142 -13.8226 21.5457 -0.187 1.017 -0.862
C -6.5138 -12.3730 20.9467 2.447 0.126 1.773
C -5.1880 -11.5222 20.9028 -0.354 0.046 -0.578
C -5.4825 -10.2663 20.1207 0.008 0.608 0.861
N -4.3826 -9.1375 20.1668 -0.627 -0.191 -0.697
C -4.9762 -7.9061 19.5010 -1.015 0.615 -1.942
C -5.8955 -7.1697 20.4721 0.742 -0.423 0.124
C -4.9482 -7.2499 21.6419 0.612 0.206 1.797
C -4.1972 -8.6300 21.6295 -1.484 0.793 -0.579
C -3.0159 -9.5919 19.5667 -0.135 -0.820 0.298
C -3.0230 -10.0456 18.0619 0.104 1.003 0.836
C -1.6832 -10.1404 17.2212 -1.345 0.699 0.268
H -6.5595 -13.8466 22.6074 -0.703 -0.053 -0.257
H -5.3041 -14.2322 21.5472 0.228 0.197 -0.671
H -6.9622 -14.4038 20.8897 0.014 -0.747 0.719
H -7.0387 -11.8522 21.7476 -0.951 0.122 -0.678
H -6.9679 -12.3369 19.9564 -0.351 -0.171 0.249
H -4.4127 -11.9727 20.2831 0.381 -0.783 0.669
H -4.8961 -11.2645 21.9209 0.400 -0.471 -0.059
H -6.3644 -9.7998 20.5597 -0.021 0.253 -0.288
H -5.7178 -10.6495 19.1277 0.305 1.013 -0.436
H -4.2082 -7.1950 19.1965 0.537 -0.289 0.409
H -5.4765 -8.1177 18.5561 0.025 -0.738 0.053
H -6.0739 -6.1254 20.2155 0.357 -0.077 -0.374
H -6.9046 -7.5493 20.6327 0.252 -0.631 -0.003
H -4.2547 -6.4105 21.5912 0.129 -0.118 -0.031
H -5.4645 -7.1592 22.5976 0.116 0.052 0.057
H -3.1354 -8.6350 21.8757 -0.258 0.112 0.046
H -4.8042 -9.2191 22.3170 0.579 -0.617 -0.260
H -2.7629 -10.4077 20.2438 0.297 -0.048 -0.068
H -2.3076 -8.7831 19.7461 -0.178 0.134 -0.103
H -3.5874 -9.2089 17.6503 -0.216 -0.331 -0.708
H -3.5929 -10.9711 17.9792 -0.099 0.062 -0.145
H -1.9949 -9.9168 16.2010 -0.054 -0.260 -0.143
H -1.2022 -11.1179 17.1894 0.077 0.170 0.473
H -1.0094 -9.3076 17.4225 0.248 -0.330 0.446
C -11.4160 -20.0132 14.3195 -0.186 -0.579 0.717
C -11.0013 -18.5581 14.1742 0.638 -0.949 -2.854
C -11.5924 -17.6166 15.1027 -1.401 0.819 1.862
C -11.4082 -16.1364 14.7127 -0.994 -0.657 1.057
N -11.8210 -15.1430 15.8804 1.153 1.276 -0.825
C -13.3578 -15.1233 16.1031 0.692 -2.988 -1.092
C -13.6700 -13.9267 16.8156 -0.216 2.114 1.679
C -12.7746 -12.8936 16.1440 1.098 0.680 -0.358
C -11.6299 -13.6467 15.3687 -2.240 -1.125 1.837
C -11.0030 -15.3496 17.1836 -0.150 -1.525 -0.538
C -9.4999 -15.5285 16.9727 -0.264 0.911 -0.200
C -8.7163 -15.4232 18.3150 0.046 -0.476 -1.068
H -12.4857 -20.1901 14.2075 -0.217 0.559 -0.014
H -11.1913 -20.3940 15.3158 0.266 -0.138 0.036
H -11.0028 -20.6976 13.5787 0.492 0.303 0.059
H -11.3174 -18.3019 13.1630 0.008 0.291 -0.350
H -9.9231 -18.3997 14.1508 0.203 -0.387 0.182
H -11.2237 -17.9122 16.0849 0.263 0.625 0.379
H -12.6552 -17.8473 15.1765 -0.276 0.254 -0.058
H -12.0934 -15.9373 13.8887 -0.237 0.249 0.196
H -10.4284 -15.9789 14.2619 0.321 0.548 0.810
H -13.6201 -16.0251 16.6562 -0.075 -0.164 -0.391
H -13.8204 -15.0870 15.1168 0.215 -0.476 -0.157
H -13.4915 -14.1092 17.8753 0.343 0.541 0.139
H -14.7138 -13.6139 16.7893 -0.030 -0.321 -0.341
H -12.2134 -12.2471 16.8187 -0.689 0.162 0.338
H -13.3117 -12.2488 15.4483 -0.096 -0.071 0.108
H -10.7669 -13.1568 15.8196 0.727 -0.783 -1.296
H -11.8837 -13.7385 14.3126 0.949 0.562 -0.017
H -11.2903 -16.3185 17.5920 -0.567 -0.032 -0.112
H -11.2435 -14.6602 17.9929 -0.164 0.611 -0.652
H -9.1077 -14.8022 16.2608 0.043 0.742 0.262
H -9.3108 -16.4114 16.3621 -0.064 -0.679 0.748
H -7.7808 -15.9336 18.0859 0.356 0.344 0.489
H -9.1354 -15.9074 19.1971 -0.399 -0.271 -0.317
H -8.5717 -14.3816 18.6018 0.191 0.010 -0.185
C -3.4549 -17.2925 18.6509 2.805 -0.670 4.098
O -4.2430 -18.1002 19.5988 0.120 -0.023 -0.736
O -2.0520 -17.5796 18.9575 -3.468 1.025 -2.144
C -4.1299 -17.3688 17.3052 1.523 -2.536 -1.298
F -3.2480 -16.8930 16.3983 0.800 -0.057 -0.765
F -4.4877 -18.6208 16.9288 0.227 0.350 -0.030
F -5.1831 -16.6083 17.0844 -1.479 0.777 0.894
C -4.6089 -17.4679 20.7934 -1.210 1.052 0.836
C -5.1448 -18.3484 21.9071 -0.801 -1.004 -0.429
H -5.8447 -17.8313 22.5634 0.398 0.703 0.103
H -5.8430 -19.0496 21.4500 0.354 -0.645 -0.072
H -4.4305 -18.8581 22.5536 0.130 -0.162 -0.325
H -5.4747 -16.8350 20.5983 -0.117 0.492 -0.341
H -3.9002 -16.8016 21.2853 0.924 0.078 -0.593
H -3.7034 -16.2437 18.8132 0.223 0.767 0.845
C -6.3529 -22.3731 14.9011 1.506 -5.900 -1.043
F -5.6167 -21.3472 15.1452 0.958 2.546 1.201
F -7.4155 -22.4936 15.6486 -1.172 1.126 0.896
F -6.7046 -22.3040 13.6328 -0.708 0.434 -1.038
S -5.3142 -24.1182 15.1524 -0.074 -2.213 -1.691
O -5.8070 -25.1637 14.2205 0.427 2.746 0.755
O -3.9319 -23.6734 14.8462 -0.952 0.446 0.766
O -5.5968 -24.5498 16.5141 0.423 1.501 0.363
C -6.0928 -15.0613 25.3703 -1.680 1.238 1.596
F -5.8416 -15.7300 24.2291 0.871 0.339 0.233
F -5.4246 -15.5853 26.4149 -0.006 -0.252 -1.066
F -5.6895 -13.7478 25.3009 0.051 -1.477 -0.717
S -7.9704 -15.0743 25.6861 -3.252 0.437 3.929
O -8.1854 -14.7138 27.1278 1.630 -0.586 -3.075
O -8.5107 -14.0585 24.7860 1.177 -0.905 -0.441
O -8.4479 -16.4597 25.4645 1.342 0.772 -0.953
```
Forces are in eV/Å.

Properties
ΔE to the lowest compared entry with this formula, charge and spin, eV: 13.504
Strongest force on any atom, eV/A: 6.18
HOMO energy, eV: -14.24
LUMO, eV: -8.7
Total charge: +5

Atom charges from the Löwdin analysis, given in e for atoms 1 to 5: -0.11, -0.25, -0.10, -0.08, -0.16